1.
The following is a quantum chemistry calculation of C24H31BrIN7ORuS6 as an isolated structure, from the Open Molecules 2025 dataset.

Summary:
E_HOMO (spin up / spin down)   -13.290 / -13.303 eV
Energy   -6747.026110 hartree
Orbital gap (spin up / spin down)   5.81 / 5.81 eV
Max |F|   0.36 eV/Å
Charge   +2

Geometry (Å):
Ru  -0.9584  -0.5651  0.1624
S  -6.0500  -3.9246  3.9405
C  -4.9348  -3.1393  3.1067
S  -5.2741  -2.2119  1.6499
C  -3.6553  -1.6859  1.3501
C  -2.6635  -2.1325  2.2863
S  -1.0859  -1.6477  2.1165
S  -3.2281  -3.1258  3.5711
S  -3.2041  -0.7035  0.1054
S  -0.8737  -2.7059  -1.0045
C  0.6591  -3.4488  -0.6314
N  1.0017  -3.8027  0.5957
C  2.2137  -4.5617  0.9245
C  2.6323  -5.3815  -0.2836
C  2.7283  -4.4730  -1.4960
N  1.4768  -3.7214  -1.6399
H  0.3250  -3.6191  1.3189
H  1.9802  -5.2038  1.7713
H  3.0071  -3.8751  1.2284
H  1.9014  -6.1710  -0.4654
H  3.5955  -5.8529  -0.0983
H  2.8914  -5.0380  -2.4109
H  3.5565  -3.7699  -1.3818
H  1.1273  -3.4975  -2.5586
Br  -3.3251  2.8169  -0.9063
C  -3.8382  1.8838  -2.4680
C  -5.0979  2.1410  -2.9897
C  -5.5093  1.5038  -4.1490
C  -4.6678  0.6090  -4.7919
C  -3.4125  0.3408  -4.2707
C  -3.0010  0.9810  -3.1087
I  -1.0597  0.5216  -2.4584
H  -5.7466  2.8454  -2.4881
H  -6.4911  1.7138  -4.5506
H  -4.9844  0.1139  -5.6994
H  -2.7583  -0.3635  -4.7656
C  2.6896  1.8515  2.3372
N  2.2238  0.5853  1.7824
C  1.7375  -0.3595  2.7614
C  2.1589  0.3275  0.4577
N  1.2040  -0.4456  -0.0508
N  3.0948  0.9039  -0.3322
C  4.4719  1.1218  0.1056
C  2.8889  1.0484  -1.7623
H  1.9310  2.2211  3.0317
H  2.8246  2.5959  1.5587
H  3.6203  1.7238  2.8938
H  2.4662  -0.4401  3.5702
H  1.6115  -1.3357  2.3017
H  0.7886  -0.0358  3.1995
H  1.4892  -0.7783  -0.9646
H  4.6279  0.7011  1.0934
H  4.7133  2.1852  0.1222
H  5.1460  0.6196  -0.5903
H  3.2141  0.1647  -2.3220
H  3.4697  1.9011  -2.1103
H  1.8412  1.2467  -1.9838
N  0.3384  5.4795  -0.6100
C  0.9242  4.5489  0.1662
O  2.1261  4.3990  0.2691
C  -0.0158  3.6180  0.8961
C  -0.6972  3.9597  2.0541
C  -1.4769  2.9896  2.6665
C  -1.5411  1.7241  2.1141
N  -0.8697  1.3836  1.0040
C  -0.1286  2.3277  0.4153
H  0.9215  6.1579  -1.0753
H  -0.6591  5.6012  -0.6296
H  -0.6247  4.9574  2.4685
H  -2.0360  3.2053  3.5659
H  -2.1522  0.9539  2.5650
H  0.4015  2.0424  -0.4801

Listed below, in e, are the Löwdin charges computed for each atom: 0.274 0.751 -1.444 0.973 -1.071 -1.055 0.735 0.971 0.687 0.581 -0.755 0.037 -0.138 -0.146 -0.138 0.036 0.074 0.134 0.127 0.132 0.130 0.134 0.128 0.133 0.800 -0.724 -0.110 -0.045 -0.052 -0.144 -0.682 1.170 0.110 0.122 0.120 0.099 -0.032 -0.139 -0.079 -0.449 -0.011 -0.132 -0.021 -0.041 0.099 0.068 0.101 0.105 0.045 0.055 0.030 0.090 0.104 0.100 0.100 0.106 0.028 0.212 -0.500 0.077 -0.128 0.027 -0.014 -0.147 -0.101 -0.164 0.131 0.114 0.139 0.125 0.095 0.052

---

2.
The following is a quantum chemistry calculation of a 2-piece molecular cluster, C3H8Si2 overall in a non-equilibrium geometry, from the Open Molecules 2025 dataset.

Summary:
⟨S²⟩   2.008
E_HOMO (spin up / spin down)   -6.164 / -9.462 eV
Energy   -697.834449 hartree
Orbital gap (spin up / spin down)   6.91 / 7.30 eV
2S+1   3
Max |F|   3.09 eV/Å
Charge   0

Geometry (Å):
C  -0.1985  -1.5467  -0.1659
C  1.1198  -1.2278  0.0075
C  -1.3280  -0.5346  -0.2986
Si  1.5244  0.6400  -0.1228
Si  -0.7610  1.3401  -0.0378
H  -0.6216  -2.5172  0.0600
H  1.9641  -1.8203  0.3519
H  -1.8094  -0.7176  -1.3058
H  -1.9734  -0.9014  0.4441
H  2.3606  1.8836  1.6631
H  2.6832  0.6811  -1.3013
H  -1.1636  2.2467  -1.1805
H  -1.2398  1.9141  1.1507

Listed below, in e, are the natural (NBO) charges computed for each atom: -0.151 -0.654 -0.833 0.482 0.668 0.192 0.229 0.249 0.237 -0.005 -0.123 -0.134 -0.155

---

3.
The following is a quantum chemistry calculation of a 2-piece molecular cluster, C4H8O2 overall, from the Open Molecules 2025 dataset.

Summary:
E_HOMO (spin up / spin down)   -6.879 / -6.918 eV
Energy   -307.498822 hartree
Orbital gap (spin up / spin down)   6.55 / 6.64 eV
Max |F|   0.88 eV/Å
Charge   0

Geometry (Å):
O  0.2091  -1.7560  -0.9193
C  0.3939  0.3441  -0.7455
C  -1.0585  0.5827  -0.4161
C  -0.8873  -0.1957  0.8803
O  0.2374  0.4237  1.5594
C  1.1501  0.6005  0.5180
H  1.0257  -2.2118  -0.6390
H  0.8585  0.4416  -1.7248
H  -1.7204  0.0590  -1.1133
H  -1.3385  1.6621  -0.4213
H  -0.3061  -1.4625  0.0135
H  -1.7346  -0.3052  1.5597
H  1.5066  1.6487  0.4864
H  2.0341  -0.0415  0.6345

Listed below, in e, are the natural (NBO) charges computed for each atom: -0.906 0.213 -0.529 -0.246 -0.530 -0.171 0.475 0.218 0.234 0.189 0.424 0.194 0.226 0.210

---

4.
The following is a quantum chemistry calculation of C30H56O20S as an isolated structure in a non-equilibrium geometry, from the Open Molecules 2025 dataset.

Summary:
E_HOMO   -9.525 eV
Energy   -3079.596110 hartree
Orbital gap   9.76 eV
Max |F|   6.29 eV/Å
Charge   0

Geometry (Å):
C  0.1447  -2.4708  0.8794
C  -0.2116  -1.0904  0.1173
O  0.3823  -0.9117  -0.9637
O  -1.1139  -0.1668  0.7375
C  -2.2573  0.1053  -0.0597
O  -2.2918  0.1984  -1.2974
C  -3.6497  0.3763  0.7137
C  -4.4787  -0.9622  1.0000
O  -5.8047  -0.4225  1.3906
S  -6.9306  -1.2978  0.4710
O  -8.1439  -0.5374  0.0362
O  -7.4611  -2.5600  1.1033
O  -5.9602  -1.4800  -0.9101
C  -4.6960  -1.9088  -0.2829
O  -4.7351  -3.3151  0.0384
H  0.7441  -2.1403  1.8095
H  0.8652  -3.1109  0.2535
H  -0.7799  -3.0412  1.2170
H  -4.2815  1.1277  0.1167
H  -3.4515  0.8877  1.7257
H  -4.0951  -1.4843  1.9416
H  -3.9632  -1.8166  -1.1508
H  -4.3917  -3.7591  -0.7664
O  1.8676  1.0164  1.8874
C  1.7557  2.1925  1.6348
O  1.6180  3.0881  2.6300
C  1.6761  4.5099  2.4527
C  0.3217  5.0657  2.0592
C  1.6755  2.6695  0.2106
H  2.4636  4.7861  1.7471
H  1.9683  4.9276  3.4186
H  -0.0157  4.6629  1.1022
H  0.3600  6.1548  1.9821
H  -0.4324  4.7918  2.8011
H  0.6459  2.5799  -0.1378
H  2.3196  2.0348  -0.4015
H  2.0270  3.6895  0.0664
O  4.4193  -4.4976  3.4734
C  4.3408  -3.4060  3.9888
O  3.6144  -2.4348  3.4060
C  3.2937  -1.1794  4.0250
C  4.4059  -0.1717  3.8174
C  5.1197  -3.0822  5.2342
H  3.0410  -1.3140  5.0802
H  2.3872  -0.8173  3.5355
H  5.3380  -0.5003  4.2815
H  4.1318  0.7974  4.2401
H  4.6102  -0.0453  2.7512
H  6.1302  -2.7863  4.9563
H  5.1642  -3.9797  5.8551
H  4.6655  -2.3088  5.8498
O  -1.3913  -2.7331  -3.6492
C  -1.7552  -1.9261  -4.4723
O  -2.7481  -2.2359  -5.3281
C  -3.3893  -1.2973  -6.2033
C  -2.6177  -1.1449  -7.4990
C  -1.0547  -0.6025  -4.6205
H  -3.5563  -0.3417  -5.7001
H  -4.3779  -1.7073  -6.4213
H  -1.6154  -0.7487  -7.3259
H  -3.1417  -0.4736  -8.1827
H  -2.4945  -2.1160  -7.9852
H  -0.1783  -0.7308  -5.2566
H  -0.7362  -0.2688  -3.6302
H  -1.6874  0.1884  -5.0189
O  -3.1066  3.5430  0.2377
C  -3.2127  4.7218  -0.0096
O  -3.3326  5.6129  0.9903
C  -3.2649  7.0362  0.8201
C  -4.6181  7.6056  0.4442
C  -3.3041  5.2062  -1.4308
H  -2.4825  7.3099  0.1078
H  -2.9592  7.4459  1.7852
H  -4.9689  7.2113  -0.5113
H  -4.5716  8.6943  0.3730
H  -5.3664  7.3336  1.1926
H  -4.3375  5.1264  -1.7688
H  -2.6711  4.5697  -2.0526
H  -2.9464  6.2240  -1.5739
O  7.1141  -0.9765  6.1808
C  7.1457  -0.0093  6.9050
O  6.5542  1.1379  6.5254
C  6.3612  2.2723  7.3821
C  7.5869  3.1636  7.3913
C  7.9183  -0.0368  8.1957
H  6.0624  1.9602  8.3859
H  5.5169  2.8281  6.9687
H  8.4606  2.6418  7.7863
H  7.4114  4.0536  7.9994
H  7.8377  3.4760  6.3746
H  8.9653  0.1861  7.9891
H  7.8403  -1.0391  8.6219
H  7.5377  0.6463  8.9525
O  -0.4700  -4.8175  -10.1229
C  -0.8393  -5.5663  -9.2495
O  -2.0885  -6.0669  -9.2716
C  -2.5596  -7.1081  -8.4042
C  -3.0438  -6.5396  -7.0860
C  0.0497  -5.8827  -8.0772
H  -1.8012  -7.8839  -8.2728
H  -3.3975  -7.5818  -8.9204
H  -2.2377  -6.0439  -6.5419
H  -3.4541  -7.3291  -6.4527
H  -3.8185  -5.7881  -7.2575
H  -0.0511  -5.0947  -7.3304
H  1.0829  -5.9167  -8.4285
H  -0.1489  -6.8507  -7.6213

Atomic partial charges in e from the Löwdin method, atoms 1 to 99: 0.025 -0.371 0.082 0.054 -0.333 0.091 -0.011 -0.201 -0.198 0.813 -0.292 -0.271 -0.146 -0.314 -0.001 0.090 0.108 0.084 0.142 0.145 0.180 0.173 0.119 0.097 -0.508 0.002 -0.230 -0.066 0.021 0.114 0.122 0.064 0.081 0.090 0.096 0.099 0.070 0.088 -0.525 -0.006 -0.229 -0.061 0.000 0.115 0.095 0.053 0.079 0.084 0.083 0.094 0.065 0.091 -0.526 -0.011 -0.233 -0.062 0.014 0.114 0.122 0.068 0.083 0.081 0.098 0.077 0.071 0.093 -0.521 -0.005 -0.234 -0.064 0.015 0.114 0.123 0.069 0.084 0.087 0.100 0.094 0.071 0.091 -0.508 -0.004 -0.230 -0.066 0.012 0.115 0.123 0.068 0.082 0.085 0.099 0.095 0.070 0.095 -0.530 -0.005 -0.233 -0.065 0.009